C18H24FN3O2 | ωB97M-V/def2-TZVPD

```
48
Properties=species:S:1:pos:R:3:forces:R:3
C 1.776 1.279 1.856 0.250 0.025 -0.045
C 2.742 1.687 0.748 -0.090 0.351 0.133
C 2.051 2.555 -0.306 0.277 -0.123 0.180
N 3.411 0.553 0.139 -0.340 -0.195 0.095
C 4.763 0.541 0.025 0.318 -0.275 -0.184
O 5.509 1.357 0.517 0.306 0.239 0.094
C 5.157 -0.630 -0.856 -0.024 -0.011 -0.006
C 3.893 -1.475 -0.939 0.068 -0.076 -0.030
C 2.749 -0.493 -0.615 -0.010 0.024 -0.116
C 1.704 -1.240 0.222 0.051 -0.046 -0.164
O 2.050 -1.822 1.232 0.267 0.045 0.204
N 0.423 -1.304 -0.216 -0.294 -0.147 0.021
C -0.533 -2.088 0.548 -0.063 -0.084 0.482
C -1.672 -1.194 1.030 0.149 -0.211 -0.011
N -2.309 -0.567 -0.111 0.355 -0.173 -0.186
C -3.646 -0.188 -0.028 -0.426 0.171 -0.021
C -4.596 -1.117 0.409 0.086 0.130 0.006
C -5.937 -0.801 0.455 -0.158 0.214 -0.001
C -6.346 0.457 0.049 0.140 0.071 -0.045
F -7.661 0.771 0.088 0.073 -0.030 -0.002
C -5.438 1.397 -0.395 -0.403 -0.149 0.080
C -4.094 1.074 -0.427 0.224 -0.176 0.100
C -1.371 0.237 -0.856 0.097 -0.173 -0.200
C -0.214 -0.654 -1.335 -0.099 0.454 -0.236
H 2.241 0.547 2.511 -0.010 -0.050 0.081
H 0.867 0.846 1.446 -0.144 -0.029 0.028
H 1.505 2.154 2.443 -0.082 0.093 0.020
H 3.563 2.264 1.192 -0.172 -0.123 -0.105
H 1.682 3.466 0.156 -0.103 0.099 0.011
H 2.755 2.828 -1.090 0.034 0.056 -0.099
H 1.208 2.033 -0.755 -0.140 -0.052 -0.075
H 5.452 -0.229 -1.829 0.038 0.039 0.030
H 6.009 -1.161 -0.437 0.020 0.065 0.000
H 3.913 -2.246 -0.168 -0.043 0.073 -0.073
H 3.753 -1.948 -1.910 -0.036 -0.009 0.009
H 2.330 -0.075 -1.538 0.008 -0.096 0.126
H -0.005 -2.531 1.392 -0.105 0.028 -0.134
H -0.933 -2.880 -0.095 -0.021 0.025 0.040
H -2.395 -1.786 1.587 0.040 0.020 -0.006
H -1.262 -0.427 1.709 -0.032 -0.060 0.027
H -4.284 -2.108 0.699 0.039 -0.106 -0.008
H -6.667 -1.520 0.791 -0.092 -0.065 0.024
H -5.781 2.373 -0.700 -0.061 0.091 -0.025
H -3.394 1.827 -0.753 0.097 0.051 -0.026
H -1.867 0.652 -1.735 0.032 0.024 0.040
H -0.967 1.064 -0.248 -0.019 0.017 -0.073
H 0.488 -0.050 -1.905 -0.023 -0.053 0.047
H -0.623 -1.427 -1.997 0.020 0.109 -0.005
```
Forces are in eV/Å.

Output
* E_LUMO: 0.0181 Eh
* SMILES: CC(C)N1C(=O)CC[C@H]1C(=O)N1CCN(c2ccc(F)cc2)CC1
* energy above the lowest of the compared OMol25 structures with the same formula, charge and spin: 0.00 kcal per mole
* frontier orbital gap: 8.641 eV
* HOMO: -0.2995 hartree
* calculated total energy: -30339.4015 eV



C18H24IrN4OS2Se2 | ωB97M-V/def2-TZVPD

```
52
Properties=species:S:1:pos:R:3:forces:R:3
Ir -0.100 0.369 0.358 0.905 1.525 1.666
Se 0.539 3.257 2.192 0.072 0.329 -0.342
Se -1.213 1.845 2.805 -0.179 -0.592 0.027
C -0.354 0.170 3.349 -0.355 0.804 -0.549
C -0.224 -0.233 4.658 0.101 -0.108 0.078
C 0.251 -1.524 4.899 -0.063 0.029 -0.055
C 0.507 -2.363 3.823 -0.062 0.059 -0.068
C 0.336 -1.879 2.536 0.115 -0.211 0.162
N -0.063 -0.618 2.306 0.414 -0.489 -1.073
C 0.030 3.483 0.324 0.363 -0.458 0.803
C 0.041 4.747 -0.235 -0.103 0.077 -0.107
C -0.257 4.888 -1.587 0.071 -0.084 0.016
C -0.583 3.759 -2.326 -0.033 -0.098 0.041
C -0.576 2.529 -1.696 -0.082 0.198 -0.146
N -0.256 2.385 -0.395 0.349 -1.264 -0.602
H -0.485 0.420 5.480 -0.009 0.088 -0.065
H 0.395 -1.872 5.914 -0.034 0.001 0.015
H 0.825 -3.386 3.974 0.007 -0.010 -0.013
H 0.504 -2.512 1.675 0.043 0.028 -0.022
H 0.266 5.616 0.369 -0.012 -0.043 0.078
H -0.235 5.864 -2.056 -0.031 0.032 0.040
H -0.834 3.825 -3.376 0.004 -0.009 -0.014
H -0.818 1.624 -2.243 0.036 -0.032 -0.027
C 4.246 -1.306 -0.716 -0.192 -0.365 -0.098
C 2.700 -1.237 -0.622 -0.092 -0.192 -0.180
N 2.276 0.052 -0.023 -1.476 0.328 0.279
C 2.910 0.185 1.312 0.147 0.051 0.238
C 4.454 0.202 1.198 -0.207 0.054 0.394
N 4.808 -0.010 -0.233 0.345 -0.038 -0.047
C 4.285 1.117 -1.057 -0.210 0.313 -0.239
C 2.744 1.149 -0.904 0.073 0.159 -0.135
H 4.575 -1.476 -1.741 0.039 0.118 0.018
H 4.648 -2.113 -0.105 0.064 0.103 0.063
H 2.324 -2.059 -0.016 0.000 0.056 0.038
H 2.260 -1.326 -1.614 -0.033 0.039 0.030
H 2.596 -0.656 1.927 -0.019 0.016 -0.054
H 2.554 1.101 1.782 -0.001 -0.024 -0.067
H 4.905 -0.585 1.801 0.054 -0.042 -0.140
H 4.870 1.152 1.531 0.048 0.008 -0.147
H 5.829 -0.039 -0.320 -0.017 -0.007 -0.020
H 4.584 0.967 -2.094 0.032 -0.127 0.053
H 4.737 2.047 -0.717 0.076 -0.093 0.099
H 2.278 1.030 -1.881 -0.055 -0.003 0.039
H 2.423 2.102 -0.484 0.024 -0.066 0.050
C -4.658 1.891 -1.731 0.302 0.574 -0.588
O -5.168 0.822 -0.900 -0.162 -0.486 0.354
C -4.456 -0.093 -0.407 -1.241 1.319 -0.497
S -4.961 -1.357 0.556 2.046 0.181 -0.635
S -2.811 -0.473 -0.502 -0.956 -1.336 0.996
H -5.318 2.738 -1.572 0.002 -0.082 0.148
H -4.714 1.592 -2.777 -0.050 -0.200 0.115
H -3.633 2.132 -1.445 -0.054 -0.032 0.090
```
Forces are in eV/Å.

Output
* E_LUMO (alpha / beta): -0.5498 / -0.5518 Eh
* 2S+1: 2
* net charge: +4
* energy above the lowest of the compared OMol25 structures with the same formula, charge and spin: 103.71 kcal per mole
* frontier orbital gap (alpha / beta): 4.920 / 4.845 eV
* HOMO (alpha / beta): -0.7306 / -0.7298 hartree
* calculated total energy: -182220.2505 eV



C18H24N2O3 | ωB97M-V/def2-TZVPD

```
47
Properties=species:S:1:pos:R:3:forces:R:3
O -1.141 2.167 2.059 -0.186 0.215 0.285
C -0.664 1.827 0.997 -0.187 -0.010 -0.468
N 0.491 1.149 0.870 0.269 -0.326 -0.092
C 1.328 0.805 1.994 0.267 -0.287 0.376
C 1.156 -0.650 2.480 -0.176 0.255 -0.417
C -0.219 -0.889 3.142 0.061 -0.016 -0.034
C 0.133 -1.379 4.550 0.267 0.002 -0.042
C 1.551 -0.840 4.730 -0.205 -0.017 0.304
O 2.145 -0.941 3.452 0.186 -0.008 -0.112
C -1.303 2.216 -0.339 -0.262 0.241 0.243
C -0.472 3.321 -1.023 0.007 0.084 -0.109
C -0.545 2.992 -2.512 -0.004 0.042 -0.008
C -1.018 1.549 -2.576 0.285 0.348 -0.347
O -1.121 0.868 -3.568 -0.133 -0.053 -0.246
N -1.341 1.150 -1.317 0.100 -0.029 0.451
C -2.100 -0.061 -1.093 -0.042 -0.323 0.004
C -1.231 -1.271 -0.714 -0.140 0.128 -0.140
C -0.250 -1.604 -1.805 0.000 -0.116 0.139
C -0.705 -2.119 -3.013 0.100 -0.058 0.033
C 0.177 -2.387 -4.042 -0.098 -0.048 -0.030
C 1.531 -2.150 -3.879 0.117 0.007 -0.032
C 1.997 -1.654 -2.675 0.158 0.040 -0.081
C 1.110 -1.384 -1.647 -0.080 0.035 0.053
H 0.775 0.853 -0.053 -0.103 0.084 0.038
H 1.069 1.485 2.810 0.111 -0.035 -0.056
H 2.377 0.955 1.723 -0.076 0.028 0.036
H 1.336 -1.334 1.641 -0.064 0.086 0.048
H -0.808 -1.623 2.595 -0.051 0.019 -0.022
H -0.777 0.045 3.184 -0.047 -0.014 -0.043
H -0.552 -1.008 5.308 -0.056 -0.022 0.051
H 0.145 -2.469 4.584 -0.003 -0.002 0.057
H 2.161 -1.423 5.421 -0.036 0.076 0.018
H 1.530 0.207 5.063 0.013 -0.068 0.028
H -2.322 2.566 -0.115 0.192 -0.080 0.071
H 0.560 3.279 -0.673 -0.060 0.009 0.007
H -0.865 4.309 -0.790 0.028 -0.026 0.060
H -1.284 3.602 -3.034 0.006 -0.031 -0.045
H 0.406 3.107 -3.029 -0.052 -0.038 -0.051
H -2.625 -0.286 -2.027 -0.033 0.038 0.131
H -2.832 0.130 -0.302 -0.014 0.022 -0.072
H -0.710 -1.068 0.222 -0.036 -0.078 0.004
H -1.904 -2.117 -0.553 0.009 -0.010 0.081
H -1.760 -2.306 -3.149 -0.139 0.008 -0.031
H -0.194 -2.779 -4.978 -0.035 -0.031 -0.082
H 2.220 -2.353 -4.685 0.051 -0.023 -0.062
H 3.053 -1.473 -2.534 0.078 -0.001 0.002
H 1.494 -1.015 -0.704 0.015 -0.013 0.101
```
Forces are in eV/Å.

Output
* E_LUMO: 0.0279 Eh
* SMILES: O=C(NC[C@@H]1CCCO1)[C@H]1CCC(=O)N1CCc1ccccc1
* energy above the lowest of the compared OMol25 structures with the same formula, charge and spin: 17.09 kcal per mole
* frontier orbital gap: 9.772 eV
* HOMO: -0.3312 hartree
* calculated total energy: -28179.4316 eV



Question: Which formula does entry 3 have?
Answer: C18H24N2O3